No. 1
The following is a DFT calculation (ωB97M-V/def2-TZVPD) of a molecular structure, C18H42BCl22FI2O6P4Ta in a non-equilibrium geometry.

Cartesian coordinates (Å):
Ta: -0.9763 0.6651 1.9941
I: 0.2993 -2.0836 -0.9442
I: 1.4748 1.6456 -1.3196
Cl: 7.5173 -3.3331 -1.9239
Cl: -1.1713 -1.7134 -4.7664
Cl: -4.4559 2.7682 -6.0842
Cl: -7.4002 0.9673 0.5449
Cl: 8.5056 2.1049 1.0733
Cl: 0.2988 -1.7128 8.4387
Cl: -3.2981 0.9684 -8.0679
Cl: 6.5211 -1.0375 -3.4179
Cl: -2.8250 -2.5971 -2.5379
Cl: -2.5177 -5.4348 -1.9357
Cl: -5.5375 -7.2339 -1.6885
Cl: -0.2940 1.0535 -4.4727
Cl: 4.4641 -2.8707 1.3074
Cl: -3.2818 7.5307 -1.7672
Cl: -5.7981 -1.4395 0.9364
Cl: 9.4195 -0.6018 0.4911
Cl: -1.6895 -0.8871 10.4099
Cl: 9.2966 0.1269 -3.0744
Cl: -1.3011 6.6907 -3.7395
Cl: 10.2565 -2.5731 -3.6713
Cl: -4.0189 -7.2991 0.8034
Cl: 5.8484 -0.3885 0.6522
P: -2.1460 2.8342 1.2260
P: -0.3187 1.9783 4.1898
P: 1.3539 1.3308 1.1041
P: -1.5892 -0.6264 -0.1934
F: -5.2734 1.1634 3.0945
O: -0.3161 -2.6662 2.4201
O: 0.9859 -1.1654 3.8683
O: -3.6194 2.0515 4.3801
O: 2.3612 -0.0695 1.4056
O: -1.8066 0.4390 -1.5260
O: -0.4122 0.9128 5.5596
C: -2.9670 0.0362 2.9872
C: -1.6770 -3.0727 2.6320
C: -1.0622 -0.6360 8.7747
C: -2.1675 5.0790 -0.4897
C: -3.7887 2.3178 0.3523
C: -2.9609 2.1526 -6.7980
C: -2.6604 7.7708 -3.4039
C: -3.6575 -4.0945 -2.1094
C: -0.0205 -0.4839 -5.3027
C: 1.4775 2.6494 4.0207
C: 6.9757 -2.7428 -3.4991
C: -1.2319 3.7804 -0.1280
C: 10.1841 -0.8943 -4.2165
C: -3.8893 1.1788 3.5519
C: 5.9122 -2.1555 0.5910
C: -7.4019 -0.7132 1.0910
C: 9.3812 1.0757 -0.0662
C: -4.9935 -8.2342 -0.3357
B: -0.0415 -1.3046 2.8264
H: -8.1064 -1.2807 0.4850
H: 3.2891 0.1680 1.1911
H: -0.7290 0.3956 8.6782
H: -4.2280 1.3616 0.7788
H: -2.0843 -2.8947 3.6806
H: 7.7830 -2.8606 -4.2177
H: -2.7708 -0.6943 3.8613
H: -2.4062 2.9845 -7.2289
H: -2.5460 4.9819 -1.5555
H: 0.4833 0.7666 5.9425
H: -4.4897 3.2223 0.5046
H: -0.1963 4.1598 0.1467
H: -4.3730 -4.3385 -2.8932
H: -0.1373 -0.3330 -6.3752
H: -7.7047 -0.7450 2.1364
H: 10.4021 1.4422 -0.1609
H: 8.8846 1.1163 -1.0356
H: -4.1803 -3.9504 -1.1646
H: -2.3516 -2.4866 1.9082
H: -5.8650 -8.6273 0.1852
H: 9.6857 -0.8576 -5.1843
H: 11.1999 -0.5145 -4.3105
H: -3.5707 -0.5615 2.2014
H: -3.6088 2.1736 -0.7629
H: -1.2231 0.1692 -2.2764
H: -4.3935 -9.0559 -0.7231
H: -1.2364 3.1211 -1.0748
H: -3.4572 7.5680 -4.1177
H: 5.9852 -2.4718 -0.4484
H: 6.1116 -3.3244 -3.8165
H: -1.6349 6.0525 -0.2510
H: 0.9903 -0.8265 -5.0861
H: 2.2425 1.8130 3.8998
H: 1.7929 -1.5821 3.4716
H: -1.8627 -4.1848 2.3918
H: -2.3670 1.6765 -6.0200
H: 1.6670 3.2900 4.9639
H: 1.5367 3.4010 3.1485
H: -2.3259 8.8017 -3.5074
H: -1.8558 -0.8352 8.0568
H: -3.1027 5.0510 0.1887
H: 6.7865 -2.4977 1.1434

- 2S+1 = 1
- gap between HOMO and LUMO (eV) = 5.276
- DFT total energy (eV) = -365427.0660
- LUMO (eV) = 1.4
- total charge = -1

Mulliken population analysis, charges in e, atoms 1 to 2: Ta -0.360; I -0.160

---

No. 2
The following is a DFT calculation (ωB97M-V/def2-TZVPD) of 3 unconnected molecules or ions with the total composition C23H45N4O3 in a non-equilibrium geometry.

Cartesian coordinates (Å):
O: -2.6526 -2.7353 -1.1343
O: 1.9157 4.7465 -0.9336
O: -1.5572 0.1565 2.5212
N: -4.1225 2.3160 2.1820
N: -0.6242 2.1245 3.5959
N: 2.8362 3.8565 -0.6739
N: -1.8198 -3.7009 -0.8369
C: 0.9344 2.2454 -0.8927
C: 2.8968 3.3903 2.2426
C: -0.0969 -3.1412 -2.5816
C: -3.8763 -0.1258 2.0052
C: -0.3454 -4.4728 -3.2796
C: 1.7385 2.9122 1.3765
C: -1.7114 -6.1845 -0.8267
C: -2.4974 0.5211 1.4855
C: -2.9621 1.9837 1.3034
C: -2.2393 -4.9291 -1.5780
C: 3.5332 4.6345 1.6327
C: 4.2323 5.9333 -0.3400
C: -4.8266 1.0175 2.5007
C: -1.7819 -4.9319 -3.0499
C: -1.0335 1.1923 3.1007
C: -0.2222 -1.8211 -0.4681
C: 2.1604 2.6686 -0.0744
C: 3.0779 1.4283 -0.1146
C: 3.9031 4.5120 0.1417
C: -3.7636 -5.1214 -1.5981
C: -0.4334 -3.2008 -1.0886
C: 0.6139 -4.0920 -0.3888
C: 5.2375 3.7340 -0.0415
H: -3.8905 2.6930 3.1032
H: 4.4433 5.9506 -1.4108
H: -1.2288 -6.8925 -1.5023
H: 2.5280 3.6241 3.2442
H: -4.2696 -4.3829 -2.2207
H: 3.4427 1.2426 -1.1271
H: -2.2540 2.8240 1.4137
H: -0.4822 -1.8296 0.5947
H: -3.2114 2.0333 0.2269
H: 2.8265 5.4615 1.7605
H: -4.1993 -0.6970 1.1195
H: 0.5275 1.3061 -0.5077
H: -0.1681 -4.3583 -4.3511
H: -4.1842 -5.0663 -0.5919
H: 5.1153 6.3053 0.1820
H: -0.6947 -2.3652 -3.0723
H: 0.9472 -2.8482 -2.7166
H: 0.3591 -5.2349 -2.9354
H: 1.3232 1.9958 1.8015
H: 0.7022 -5.0843 -0.8258
H: 2.5282 0.5393 0.2028
H: 4.4179 4.9069 2.2116
H: -2.2419 0.1243 0.4939
H: 5.1188 2.7862 -0.5608
H: 0.8210 -1.5121 -0.5491
H: 1.6056 -3.6433 -0.4663
H: -4.0072 -6.1017 -2.0098
H: -4.7664 0.9645 3.6035
H: 0.3882 -4.2034 0.6742
H: -3.7252 -0.7670 2.8823
H: 1.1951 2.0864 -1.9409
H: -4.6330 3.0025 1.6182
H: 5.9427 4.2901 -0.6604
H: -2.5178 -6.7147 -0.3182
H: -2.4351 -4.2716 -3.6304
H: 5.7277 3.5316 0.9126
H: -5.8996 0.9379 2.2872
H: -1.9132 -5.9290 -3.4747
H: 3.9359 1.4996 0.5508
H: 3.4261 6.6393 -0.1399
H: 3.6436 2.6019 2.3708
H: -0.8125 -1.0466 -0.9628
H: -1.0060 -5.9501 -0.0333
H: 0.9343 3.6561 1.4160
H: 0.1272 2.9793 -0.8482

- 2S+1 = 3
- gap between HOMO and LUMO (spin up / spin down) (eV) = 7.021 / 7.793
- DFT total energy (eV) = -36671.4841
- LUMO (spin up / spin down) (eV) = -3.5 / -3.5
- total charge = +1
- <S²> = 2.0084

Mulliken population analysis, charges in e, atoms 1 to 2: O -0.621; O -0.584

---

No. 3
The following is a DFT calculation (ωB97M-V/def2-TZVPD) of 2 unconnected molecules or ions with the total composition C2H2FN3S in a non-equilibrium geometry.

Cartesian coordinates (Å):
S: -3.8166 -0.7825 -0.4305
F: -2.5093 2.4022 0.4456
N: -0.5842 1.3393 -0.1334
N: 0.4274 0.6856 -0.3787
N: -1.5543 -1.3862 0.9955
C: -1.7691 1.3839 0.0813
C: -2.4628 -0.9332 0.3453
H: 0.9134 1.0769 -1.2902
H: -0.5813 -1.2741 1.0201

- 2S+1 = 1
- gap between HOMO and LUMO (spin up / spin down) (eV) = 8.000 / 7.996
- DFT total energy (eV) = -20124.4301
- LUMO (spin up / spin down) (eV) = -0.9 / -0.9
- ΔE to the lowest compared entry with this formula, charge and spin (kcal per mole) = 86.4
- total charge = 0

natural (NBO) population analysis, charges in e, atoms 1 to 2: S 0.007; F -0.274

---

No. 4
The following is a DFT calculation (ωB97M-V/def2-TZVPD) of 15 unconnected molecules or ions with the total composition C15H60N30O15 in a non-equilibrium geometry.

Cartesian coordinates (Å):
O: 1.1194 -1.1267 3.3325
O: -1.4330 3.7783 -4.7368
O: -3.4723 4.7887 4.2629
O: 5.3708 -2.7213 1.5818
O: -0.7187 -4.2171 1.9699
O: -3.1329 -0.3167 5.8964
O: -4.2863 -0.9837 1.1331
O: 0.4754 -3.8201 -4.7246
O: 1.9272 5.0882 -1.1737
O: 5.2689 1.8181 0.2476
O: 2.3927 -3.2227 0.1775
O: 0.5409 1.4447 -0.9077
O: -1.6001 2.7268 2.3542
O: -1.4051 -0.5125 -2.5352
O: -1.3092 -0.2863 -7.3348
N: 1.9972 -3.2159 3.3681
N: -2.0509 -2.3195 5.5018
N: -0.1090 -2.1917 -7.7123
N: -2.3684 -2.8097 2.5577
N: -0.3040 -3.4402 -2.5825
N: 4.7759 -1.0378 0.0763
N: -2.2123 -3.5230 0.3976
N: -3.2462 2.4811 4.5304
N: 3.2365 -1.3490 3.9741
N: -4.3683 1.2731 1.5540
N: 4.2251 1.9350 -1.7769
N: 6.0609 -0.6118 1.9871
N: 1.3618 -4.8819 -2.9615
N: 4.4133 3.8350 -0.2393
N: 3.8882 -4.8960 0.7296
N: -2.3061 0.1648 1.6088
N: -2.4225 2.8719 -6.4761
N: 0.1551 5.8456 -2.4905
N: -3.6297 -0.5154 -2.0376
N: -2.2909 1.2603 -1.4312
N: -1.8014 4.8724 2.1181
N: -4.4910 3.8136 5.9490
N: 1.5970 -5.2299 0.6683
N: 1.8017 0.7595 0.7393
N: -1.1989 -1.8118 -5.6885
N: -1.4866 1.4919 -4.8818
N: 1.1297 -0.7597 -0.9840
N: -0.5387 3.7619 0.5774
N: -0.9385 -0.2814 5.2645
N: 0.9143 3.7255 -2.6816
C: -1.7407 2.7866 -5.3230
C: -3.6394 0.0721 1.4202
C: 4.6455 2.5323 -0.5490
C: 0.4777 -4.0451 -3.5176
C: 1.0694 4.9284 -2.1152
C: -1.2993 3.7229 1.6779
C: 2.6552 -4.3938 0.5114
C: -1.6689 -3.4851 1.6426
C: -0.8540 -1.3371 -6.9397
C: -2.4247 0.0715 -2.0375
C: 5.4455 -1.5211 1.2057
C: -2.0683 -0.9013 5.6334
C: -3.6901 3.7184 4.8708
C: 2.0976 -1.8761 3.5397
C: 1.1500 0.5045 -0.4574
H: -1.4060 0.8432 -5.6541
H: -2.9864 -2.9057 0.2018
H: 1.1555 -3.4840 2.8712
H: 4.0310 2.4326 -2.6196
H: -0.2339 -0.7693 4.6721
H: -0.2044 -3.1445 -7.4720
H: -0.2164 -2.0733 -8.7139
H: -2.4250 3.8267 -6.8671
H: 4.1729 -5.8026 1.0101
H: -0.6297 -2.5375 -5.3383
H: 1.9685 -5.4418 -3.6088
H: -1.9099 1.0636 1.7450
H: -1.2122 -2.7893 5.8460
H: -2.5269 4.8705 2.8013
H: 1.3975 1.6105 1.0759
H: -1.5374 5.7691 1.7369
H: -0.0528 -3.5316 -1.6067
H: 0.5803 -0.8422 -1.8403
H: 3.1290 -0.3554 4.1646
H: 3.6990 4.3524 -0.6352
H: -5.0536 3.0655 6.3243
H: -0.9256 0.6944 5.3000
H: -1.7877 -3.9697 -0.4184
H: -0.2705 5.8066 -3.4122
H: 1.3478 2.9995 -2.1222
H: -1.6761 -0.5689 1.4168
H: 2.7861 -3.8671 3.2014
H: 6.8093 -0.8703 2.5577
H: 1.4392 -4.9958 -1.9619
H: 4.5205 -4.0720 0.6731
H: 0.5569 3.5742 -3.6882
H: -2.5036 2.4793 3.8007
H: 1.6686 -6.1570 0.9760
H: 4.8098 1.0492 -1.7639
H: 0.6982 -4.8983 0.9847
H: -2.7584 2.1098 -6.9786
H: -0.1333 4.6353 0.3294
H: -3.4826 1.5335 4.8432
H: 1.6498 -1.5791 -0.6901
H: -3.6586 -1.3860 -2.5594
H: 3.9227 -1.8851 4.4832
H: 1.9273 -0.0161 1.3273
H: 4.4424 -0.1060 0.2078
H: -3.9153 2.0289 2.0685
H: 0.3718 6.6815 -2.0190
H: -1.0393 1.3393 -3.9688
H: 4.6212 3.9663 0.7075
H: -2.9772 1.6728 -0.8293
H: -4.9644 4.6659 6.0833
H: 0.1020 3.0276 0.4089
H: 4.0208 -1.7234 -0.2397
H: -4.4090 -0.0768 -1.6181
H: -2.7930 -2.6724 6.1079
H: -3.1671 -2.2957 2.2328
H: 6.2317 0.3266 1.6214
H: -5.3076 0.9606 1.7389
H: -0.8465 -2.6970 -2.9193
H: -2.0876 -2.7905 3.5422
H: -1.3215 1.5096 -1.2220
H: -1.3264 -1.0228 -5.0583

- 2S+1 = 1
- gap between HOMO and LUMO (eV) = 9.892
- DFT total energy (eV) = -91962.5531
- LUMO (eV) = 0.4
- ΔE to the lowest compared entry with this formula, charge and spin (kcal per mole) = 0.0
- total charge = 0

Mulliken population analysis, charges in e, atoms 1 to 2: O -0.635; O -0.663